The following is a DFT calculation (ωB97M-V with the def2-TZVPD basis set) of a cluster of 13 separate species, C54H143N9O18 in total.

The value obtained for the maximum force is 3.7 eV Å⁻¹. The relative energy (zero: lowest compared OMol25 entry of this formula, charge and spin) comes out at 0.712 eV. The value obtained for the highest occupied orbital energy is -8.413 eV. Its spin multiplicity is 1. As for the total energy: -3989.873538 hartree. For the HOMO-LUMO gap, the calculation gives 9.000 eV.

Atoms and positions in Å:
1 C 17.9740 26.5674 8.8385
2 C 18.0804 26.4941 10.3405
3 C 17.7955 27.8460 11.0213
4 O 18.6287 28.8243 10.4947
5 C 18.3046 30.1341 10.8048
6 N 17.0030 25.6095 10.8493
7 H 18.1378 25.5357 8.4864
8 H 18.6750 27.1973 8.3254
9 H 16.9463 26.8741 8.6475
10 H 19.0170 26.1784 10.6725
11 H 17.9639 27.7043 12.0873
12 H 16.7779 28.0761 10.7891
13 H 17.2304 30.2737 10.7913
14 H 18.6290 30.7653 9.9452
15 H 18.6962 30.5453 11.7696
16 H 17.3236 24.9365 11.4930
17 H 16.4791 25.1074 10.0651
18 C 15.3498 21.9836 12.5706
19 C 14.5360 20.6476 12.6385
20 C 15.3524 19.6492 13.5144
21 O 14.9190 18.3255 13.2365
22 C 15.2491 17.3486 14.2194
23 N 13.2053 20.9387 13.1168
24 H 16.3476 21.7476 12.1595
25 H 15.4670 22.3419 13.5985
26 H 14.8397 22.7707 12.0296
27 H 14.5446 20.2511 11.6663
28 H 15.0219 19.9846 14.5298
29 H 16.4107 19.6885 13.4328
30 H 16.3189 17.1910 14.3933
31 H 14.9471 16.3696 13.8544
32 H 14.8409 17.6563 15.1945
33 H 12.5178 20.1504 12.9214
34 H 13.2580 20.9174 14.1568
35 C 18.1750 25.2700 14.1255
36 C 18.3678 23.8039 14.5034
37 C 19.0091 22.9507 13.3228
38 O 18.7131 23.5751 12.1148
39 C 19.4352 22.9204 11.0466
40 N 19.0666 23.5058 15.7997
41 H 18.2413 25.7659 15.1020
42 H 17.3059 25.4057 13.5344
43 H 19.0216 25.6140 13.5817
44 H 17.3367 23.3699 14.7005
45 H 18.6584 21.9294 13.2818
46 H 20.1206 22.9249 13.4036
47 H 20.5126 23.0724 11.1366
48 H 19.1247 23.2942 10.0769
49 H 19.3443 21.7913 11.0476
50 H 18.3908 23.3219 16.5063
51 H 19.6566 24.2826 16.2008
52 C 22.3364 18.0120 12.2899
53 C 22.1556 19.5442 12.3722
54 C 21.9693 20.2077 11.1134
55 O 22.8294 19.7688 10.0830
56 C 24.0675 20.5050 10.1914
57 N 21.0182 19.9469 13.1623
58 H 22.5671 17.6128 13.2604
59 H 23.1380 17.6146 11.6519
60 H 21.3951 17.6795 11.8413
61 H 23.0231 19.9013 12.9545
62 H 22.1018 21.2689 11.3349
63 H 20.9391 20.0476 10.7637
64 H 24.6776 20.2734 9.3203
65 H 24.6893 20.2736 11.1221
66 H 23.9367 21.6537 10.1810
67 H 20.0940 19.6052 12.9232
68 H 21.0568 19.7868 14.1417
69 C 17.3762 22.6496 20.2613
70 C 16.1153 22.2746 19.4441
71 O 16.2718 22.8825 18.1116
72 H 17.6348 23.6220 19.9246
73 H 18.1960 21.9590 20.0780
74 H 17.2621 22.6468 21.3710
75 H 15.1989 22.6291 19.9035
76 H 15.9989 21.2018 19.3574
77 H 15.6084 23.5107 18.0187
78 C 22.1030 26.2268 10.1359
79 C 22.4598 25.1955 9.1019
80 O 22.6751 23.9326 9.7640
81 H 21.7191 27.0723 9.6501
82 H 22.9642 26.4474 10.7921
83 H 21.4019 25.7358 10.8081
84 H 23.2784 25.4486 8.3816
85 H 21.6211 25.0805 8.4556
86 H 23.5256 24.0078 10.1998
87 C 16.6645 31.7850 13.8684
88 C 16.3678 30.7152 14.8966
89 O 16.4928 29.4466 14.3577
90 H 17.7255 32.0086 13.8798
91 H 16.1395 32.7141 14.0183
92 H 16.3713 31.4469 12.8919
93 H 15.3393 30.8980 15.2318
94 H 17.0609 30.7888 15.7522
95 H 16.0543 28.8323 14.8966
96 C 20.1534 21.1679 18.0988
97 C 21.0548 20.3862 17.2254
98 O 20.7263 20.4620 15.8399
99 H 20.2842 22.2280 18.1018
100 H 20.3464 20.8676 19.1486
101 H 19.0926 20.8673 17.9620
102 H 20.9161 19.2723 17.4437
103 H 22.1083 20.6682 17.2688
104 H 20.1053 21.1718 15.6347
105 C 21.3659 28.8211 13.0688
106 O 21.2415 27.4305 13.3026
107 C 21.3140 27.2149 14.6933
108 C 21.5519 25.7562 15.0065
109 N 21.5837 25.6006 16.4495
110 C 22.3913 24.4740 16.9462
111 C 22.5722 24.5023 18.4408
112 O 23.4521 25.4954 18.9967
113 C 24.8064 25.2921 18.7005
114 H 20.4019 29.4526 13.2106
115 H 21.7340 29.0035 12.0960
116 H 22.1262 29.3167 13.7034
117 H 20.4239 27.6153 15.1995
118 H 22.2476 27.7209 15.1006
119 H 22.4452 25.5245 14.4779
120 H 20.8076 25.0705 14.4928
121 H 21.9995 26.4597 16.8864
122 H 23.3727 24.3836 16.5352
123 H 21.9413 23.5546 16.6240
124 H 22.8902 23.5015 18.6856
125 H 21.6557 24.7478 19.0011
126 H 25.3651 24.6164 19.4153
127 H 25.2580 26.2458 18.8159
128 H 25.0226 24.8428 17.7502
129 C 23.8707 21.5640 15.1548
130 O 24.2768 22.8253 14.6076
131 C 24.3143 22.8464 13.2068
132 C 25.3770 23.8719 12.7834
133 N 25.4178 24.1340 11.3581
134 C 26.1818 25.3729 11.0063
135 C 26.2081 25.7211 9.5350
136 O 26.7830 24.6671 8.7757
137 C 26.1850 24.7080 7.5012
138 H 22.9946 21.1725 14.6721
139 H 23.6525 21.7325 16.1919
140 H 24.6596 20.8388 15.0387
141 H 23.3124 23.1848 12.8598
142 H 24.5876 21.8433 12.7110
143 H 26.4023 23.5887 13.0914
144 H 25.2009 24.7525 13.3488
145 H 25.7620 23.3398 10.7855
146 H 27.1794 25.1783 11.4316
147 H 25.7946 26.2129 11.5848
148 H 26.6624 26.6800 9.3742
149 H 25.1305 25.6549 9.2796
150 H 25.1935 24.2461 7.5037
151 H 26.8225 24.1994 6.7603
152 H 26.0759 25.7375 7.1706
153 C 15.9693 26.0979 17.0136
154 O 14.8064 25.2769 17.2947
155 C 13.7941 25.3276 16.2299
156 C 12.7026 24.3236 16.4980
157 N 13.0589 22.8972 16.3907
158 C 12.9446 22.1193 17.5390
159 C 13.1937 20.7005 17.2216
160 O 13.1633 19.8549 18.4317
161 C 13.6928 18.5674 18.0636
162 H 16.6005 26.0966 17.8704
163 H 15.7518 27.0953 16.6760
164 H 16.5361 25.6402 16.1732
165 H 14.2736 25.0696 15.2173
166 H 13.3292 26.3216 16.1987
167 H 11.8656 24.6006 15.8510
168 H 12.3250 24.4608 17.4871
169 H 14.0325 22.8746 16.0900
170 H 11.9285 22.2676 17.9490
171 H 13.5955 22.3491 18.3869
172 H 14.2465 20.6666 16.8151
173 H 12.4881 20.3015 16.4916
174 H 13.1880 17.8126 18.7090
175 H 14.7107 18.4215 18.2475
176 H 13.4028 18.3660 17.0475
177 C 15.6116 12.8358 13.7118
178 O 16.2955 14.0502 13.3230
179 C 17.2662 13.8652 12.2933
180 C 18.0092 15.1295 12.1074
181 N 17.1246 16.0956 11.4698
182 C 17.6715 17.3731 11.4213
183 C 16.8273 18.3116 10.5483
184 O 17.3596 19.6004 10.6689
185 C 16.9943 20.4793 9.6011
186 H 14.8948 12.5397 12.9441
187 H 15.0931 13.0590 14.6206
188 H 16.4361 12.1020 13.9242
189 H 16.7143 13.5955 11.3786
190 H 17.9137 12.9777 12.4711
191 H 18.9199 14.9965 11.5233
192 H 18.3513 15.5094 13.0718
193 H 16.1360 16.0134 11.7826
194 H 18.6171 17.4119 10.9649
195 H 17.7380 17.8762 12.4081
196 H 15.7110 18.2066 10.8938
197 H 16.9192 17.9128 9.5041
198 H 17.6678 20.3804 8.7676
199 H 17.0453 21.4575 9.9785
200 H 16.0435 20.1902 9.2014
201 C 10.5297 27.9059 14.8869
202 O 11.7534 27.3360 14.3657
203 C 12.2822 28.2296 13.4014
204 C 13.4050 27.5287 12.6710
205 N 12.9348 26.3879 11.8262
206 C 12.9711 25.1258 12.4983
207 C 12.6796 24.0584 11.5271
208 O 13.6586 24.0430 10.4767
209 C 13.3419 23.3798 9.2951
210 H 9.8091 27.8365 14.0949
211 H 10.7410 28.9125 15.1520
212 H 10.2094 27.3780 15.7603
213 H 12.5529 29.2474 13.8438
214 H 11.4366 28.3853 12.6645
215 H 14.1772 27.2594 13.3552
216 H 13.6728 28.3799 11.9902
217 H 13.5835 26.4135 11.0001
218 H 12.2062 25.0419 13.2599
219 H 13.9808 24.9805 12.8829
220 H 11.6909 24.2258 11.1152
221 H 12.6358 23.0965 12.0250
222 H 12.4063 23.6671 8.7957
223 H 13.2328 22.2976 9.3963
224 H 14.1077 23.5430 8.5406

Cartesian forces (eV/Å) of the 3 atoms listed first:
-0.2 -1.1 0.2
-2.2 0.9 0.4
0.6 -1.1 -0.3

Here are the Mulliken charges for atoms 1 to 2, given in e:
1. C -2.01
2. C 1.77

=====

The following is a DFT calculation (ωB97M-V with the def2-TZVPD basis set) of a cluster of 10 separate species, C38H78N4O13PS2 in total.

Its total charge is +1. The value obtained for the maximum force is 5.9 eV Å⁻¹. The value obtained for the highest occupied orbital energy is -10.045 eV. Its spin multiplicity is 1. As for the total energy: -3829.116513 hartree. For the HOMO-LUMO gap, the calculation gives 5.432 eV.

Atoms and positions in Å:
1 O 5.9283 -7.9603 2.0939
2 S 4.5530 -7.7759 2.3959
3 O 4.1001 -8.7945 3.2907
4 C 4.3768 -6.2063 3.3397
5 N 3.4512 -5.2185 2.7683
6 C 3.7217 -3.9991 2.2654
7 N 2.5890 -3.4131 1.8940
8 N 1.6064 -4.2308 2.1474
9 N 2.1186 -5.2860 2.6656
10 P 1.0250 -6.6026 3.1801
11 O 1.4647 -7.9190 2.4216
12 O 1.0188 -6.7721 4.7675
13 S -0.7540 -6.1191 2.6344
14 H 3.7367 -7.8040 1.2961
15 H 4.1295 -6.4365 4.3836
16 H 5.3738 -5.7363 3.3469
17 H 4.7367 -3.5665 2.2069
18 H 0.9339 -8.6857 2.7097
19 H 0.4938 -6.0492 5.1592
20 C 2.1244 1.6711 1.0422
21 C 2.3077 0.3816 0.2562
22 C 3.5211 -0.2267 0.9350
23 O 3.4876 0.1989 2.3053
24 C 2.5087 1.2387 2.4483
25 H 1.1203 2.0794 0.9826
26 H 2.8238 2.4289 0.6791
27 H 1.4351 -0.2642 0.3954
28 H 2.4519 0.5327 -0.8113
29 H 4.4492 0.1399 0.4892
30 H 3.5224 -1.3164 0.8930
31 H 1.6477 0.8225 2.9840
32 H 2.9258 2.0531 3.0423
33 C -2.4612 4.9533 1.0314
34 C -1.4036 5.0086 2.1262
35 C -0.6401 3.7155 1.8858
36 O -0.7164 3.4443 0.4845
37 C -1.6929 4.3125 -0.1126
38 H -2.8768 5.9262 0.7717
39 H -3.2832 4.3022 1.3407
40 H -0.7463 5.8668 1.9651
41 H -1.8141 5.0794 3.1330
42 H -1.1030 2.8757 2.4178
43 H 0.4065 3.7845 2.1887
44 H -1.1586 5.0658 -0.7027
45 H -2.3346 3.7380 -0.7801
46 C -4.0143 1.5201 -4.1349
47 C -3.7552 0.2595 -3.3232
48 C -3.0358 0.8141 -2.1023
49 O -3.5392 2.1365 -1.8925
50 C -4.3024 2.5381 -3.0444
51 H -4.8266 1.4230 -4.8508
52 H -3.1105 1.8019 -4.6818
53 H -4.7055 -0.1916 -3.0251
54 H -3.1726 -0.4936 -3.8538
55 H -1.9557 0.8861 -2.2756
56 H -3.2040 0.2143 -1.2057
57 H -5.3592 2.5337 -2.7656
58 H -4.0250 3.5527 -3.3315
59 C -8.5592 6.2779 -2.0281
60 C -7.5065 6.3253 -0.9311
61 C -6.7441 5.0352 -1.1737
62 O -6.8170 4.7721 -2.5835
63 C -7.7872 5.6431 -3.1747
64 H -8.9735 7.2529 -2.2834
65 H -9.3829 5.6258 -1.7245
66 H -6.8476 7.1852 -1.0873
67 H -7.9189 6.3903 0.0694
68 H -7.2087 4.1955 -0.6476
69 H -5.6978 5.1000 -0.8686
70 H -7.2521 6.3995 -3.7594
71 H -8.4269 5.0718 -3.8493
72 C 4.9074 1.2908 -4.2902
73 C 6.3274 0.9981 -3.8284
74 C 6.1605 0.9501 -2.3178
75 O 4.8309 0.4776 -2.0650
76 C 4.0839 0.4968 -3.2892
77 H 4.7125 1.0037 -5.3224
78 H 4.6956 2.3577 -4.1870
79 H 6.6454 0.0211 -4.2017
80 H 7.0570 1.7391 -4.1516
81 H 6.2553 1.9471 -1.8754
82 H 6.8805 0.2868 -1.8356
83 H 3.9482 -0.5390 -3.6193
84 H 3.1011 0.9356 -3.1104
85 C -6.1099 -0.1766 -9.0237
86 C -4.9141 0.5804 -9.5823
87 C -4.6538 1.6031 -8.4875
88 O -5.0597 0.9977 -7.2541
89 C -5.7978 -0.1970 -7.5358
90 H -6.2358 -1.1732 -9.4449
91 H -7.0267 0.3894 -9.2066
92 H -4.0588 -0.0937 -9.6764
93 H -5.0962 1.0360 -10.5546
94 H -5.2552 2.5061 -8.6355
95 H -3.6040 1.8926 -8.4227
96 H -5.1675 -1.0543 -7.2743
97 H -6.6959 -0.2251 -6.9171
98 C 8.5991 -4.8719 6.8370
99 C 7.2257 -4.4618 7.3473
100 C 6.3871 -4.5315 6.0829
101 O 6.9651 -5.5559 5.2560
102 C 8.2480 -5.9244 5.7987
103 H 9.2606 -5.2494 7.6142
104 H 9.0872 -4.0197 6.3570
105 H 6.8676 -5.1938 8.0746
106 H 7.2048 -3.4792 7.8154
107 H 6.4253 -3.5868 5.5270
108 H 5.3406 -4.7733 6.2875
109 H 8.1506 -6.9141 6.2525
110 H 8.9803 -5.9828 4.9931
111 C 9.1610 -4.2060 2.3074
112 C 9.1549 -3.8852 0.8190
113 C 7.7114 -4.1686 0.4401
114 O 6.9140 -3.8849 1.6060
115 C 7.7907 -3.7165 2.7399
116 H 9.9720 -3.7299 2.8565
117 H 9.2372 -5.2869 2.4534
118 H 9.3818 -2.8275 0.6673
119 H 9.8656 -4.4721 0.2402
120 H 7.5680 -5.2223 0.1817
121 H 7.3672 -3.5564 -0.3937
122 H 7.8140 -2.6518 2.9970
123 H 7.3907 -4.2670 3.5827
124 C -10.7304 3.6877 2.1362
125 C -10.1745 4.4875 3.3053
126 C -8.7805 4.8376 2.8087
127 O -8.8658 4.9408 1.3818
128 C -10.1259 4.4147 0.9457
129 H -11.8186 3.6532 2.1043
130 H -10.3575 2.6611 2.1773
131 H -10.7621 5.3982 3.4450
132 H -10.1649 3.9414 4.2476
133 H -8.0622 4.0464 3.0486
134 H -8.4110 5.7779 3.2202
135 H -10.7542 5.2560 0.6335
136 H -9.9700 3.7603 0.0864

Cartesian forces (eV/Å) of the 3 atoms listed first:
0.5 1.4 -1.4
1.3 -2.6 1.8
-1.5 0.2 0.2

Here are the Mulliken charges for atoms 1 to 2, given in e:
1. O -0.56
2. S 0.98

=====

The following is a DFT calculation (ωB97M-V with the def2-TZVPD basis set) of the molecule C21H26N2O5S2.

The value obtained for the maximum force is 1.1 eV Å⁻¹. The relative energy (zero: lowest compared OMol25 entry of this formula, charge and spin) comes out at 0.489 eV. As for the SMILES: O=C(CS(=O)(=O)Cc1ccccc1)Nc1ccc(S(=O)(=O)N2CCCCCC2)cc1. The value obtained for the highest occupied orbital energy is -8.674 eV. Its spin multiplicity is 1. As for the total energy: -2097.917756 hartree. For the HOMO-LUMO gap, the calculation gives 9.041 eV.

Atoms and positions in Å:
1 O 1.7627 2.0164 -0.2815
2 C 1.7043 1.3432 0.7194
3 N 0.5909 0.7635 1.2325
4 C -0.7024 0.7619 0.7059
5 C -1.0881 1.5719 -0.3614
6 C -2.3937 1.5242 -0.8165
7 C -3.3060 0.6789 -0.2155
8 C -2.9388 -0.1159 0.8542
9 C -1.6382 -0.0760 1.3165
10 H -1.3323 -0.6929 2.1488
11 H -3.6854 -0.7420 1.3160
12 S -4.9704 0.5676 -0.8687
13 O -5.8161 0.0235 0.1549
14 O -5.3065 1.8343 -1.4528
15 N -4.8691 -0.5395 -2.0850
16 C -5.0320 -1.9377 -1.7997
17 H -5.7121 -2.0049 -0.9479
18 C -3.7324 -2.6966 -1.4767
19 H -3.5383 -2.6478 -0.4041
20 C -2.4869 -2.1801 -2.2024
21 H -2.1109 -1.2925 -1.6896
22 C -2.6987 -1.8359 -3.6790
23 C -3.1449 -0.3879 -3.8818
24 H -2.4650 0.2672 -3.3338
25 C -4.5846 -0.1263 -3.4319
26 H -4.8032 0.9420 -3.4750
27 H -5.2760 -0.6472 -4.1066
28 H -3.0768 -0.1302 -4.9410
29 H -1.7527 -1.9725 -4.2077
30 H -3.4249 -2.5181 -4.1244
31 H -1.7149 -2.9483 -2.1173
32 H -3.8936 -3.7458 -1.7333
33 H -5.5235 -2.3960 -2.6642
34 H -2.7240 2.1531 -1.6281
35 H -0.3673 2.2238 -0.8255
36 H 0.7309 0.1252 2.0127
37 C 2.9367 1.0737 1.5765
38 H 3.8265 1.4083 1.0514
39 H 2.8511 1.5477 2.5506
40 S 3.0760 -0.7195 1.8892
41 O 2.0298 -1.0521 2.8323
42 O 3.0675 -1.4242 0.6431
43 C 4.6924 -0.9493 2.7241
44 C 5.7404 -0.2412 1.9425
45 C 6.1051 -0.7165 0.6867
46 C 7.0395 -0.0343 -0.0715
47 C 7.6223 1.1241 0.4167
48 C 7.2652 1.6015 1.6663
49 C 6.3245 0.9256 2.4237
50 H 6.0478 1.3006 3.3989
51 H 7.7169 2.5030 2.0519
52 H 8.3531 1.6537 -0.1751
53 H 7.3138 -0.4075 -1.0462
54 H 5.6383 -1.6108 0.3047
55 H 4.8370 -2.0271 2.7498
56 H 4.5654 -0.5610 3.7305

Cartesian forces (eV/Å) of the 3 atoms listed first:
0.1 0.1 -0.1
0.0 -0.1 0.1
-0.3 -0.2 0.3

Here are the Mulliken charges for atoms 1 to 2, given in e:
1. O -0.63
2. C 0.53